{"formula": "C4H5NOS", "method": "ωB97M-V/def2-TZVPD", "energy_ev": -18599.6126, "charge": 0, "smiles": "Cn1ccc(=S)o1", "e_homo_ev": -8.149, "lumo_ev": 0.265, "orbital_gap_ev": 8.41, "species": ["C", "N", "C", "C", "C", "S", "O", "H", "H", "H", "H", "H"], "xyz": [[2.49, -0.83, 0.25], [1.45, -0.07, -0.31], [1.12, 1.22, -0.04], [-0.22, 1.44, 0.08], [-0.77, 0.13, -0.01], [-2.32, -0.39, 0.06], [0.21, -0.78, -0.22], [2.67, -1.77, -0.29], [3.39, -0.28, 0.12], [2.27, -1.00, 1.27], [1.94, 1.93, 0.02], [-0.68, 2.40, 0.21]], "nbo_charge": [-0.42, -0.10, 0.05, -0.37, 0.16, -0.15, -0.31, 0.23, 0.22, 0.20, 0.22, 0.26]}